(1)
118
Properties=species:S:1:pos:R:3 method="wB97M-V/def2-TZVPD" charge=+3 orbital_gap_ha="0.2612 / 0.1294" s_squared=6.054 e_tot_ha=-7665.52748 relative_energy_ev=1.1739 multiplicity=5
Pd -0.68 -0.10 0.38
N 1.57 0.17 2.66
P -0.08 -0.29 2.76
C 0.01 -2.10 2.91
C -0.79 -2.80 3.81
C -0.68 -4.18 3.89
C 0.22 -4.86 3.08
C 1.02 -4.16 2.19
C 0.90 -2.79 2.09
C -0.53 0.27 4.42
C 0.38 0.09 5.46
C 0.07 0.54 6.73
C -1.16 1.14 6.97
C -2.08 1.28 5.94
C -1.77 0.85 4.66
C 2.26 0.40 1.50
C 3.62 0.73 1.54
C 4.30 0.93 0.36
C 3.61 0.81 -0.85
C 2.27 0.49 -0.81
N 1.61 0.28 0.34
H 2.10 0.31 3.52
H -1.48 -2.28 4.46
H -1.29 -4.72 4.60
H 0.31 -5.93 3.15
H 1.74 -4.69 1.58
H 1.53 -2.24 1.40
H 1.31 -0.44 5.30
H 0.78 0.42 7.53
H -1.40 1.48 7.96
H -3.05 1.72 6.15
H -2.47 0.96 3.85
H 4.12 0.82 2.49
H 5.35 1.16 0.37
H 4.11 0.95 -1.79
H 1.68 0.40 -1.71
O -0.55 0.10 -1.92
As -1.48 -0.97 -2.79
C -1.00 -0.57 -4.66
C 0.34 -0.74 -4.96
C 0.78 -0.55 -6.26
C -0.13 -0.18 -7.24
C -1.47 -0.01 -6.93
C -1.92 -0.21 -5.63
C -3.34 -0.47 -2.50
C -3.65 0.84 -2.85
C -4.90 1.36 -2.53
C -5.81 0.58 -1.85
C -5.51 -0.74 -1.54
C -4.28 -1.28 -1.87
C -0.84 -2.78 -2.63
C -1.32 -3.73 -3.53
C -0.79 -5.01 -3.51
C 0.24 -5.32 -2.63
C 0.71 -4.37 -1.73
C 0.17 -3.09 -1.73
H 1.04 -1.04 -4.18
H 1.82 -0.70 -6.50
H 0.21 -0.05 -8.26
H -2.18 0.27 -7.70
H -2.97 -0.11 -5.40
H -2.92 1.43 -3.40
H -5.16 2.37 -2.83
H -6.77 0.98 -1.58
H -6.25 -1.36 -1.04
H -4.04 -2.31 -1.65
H -2.10 -3.46 -4.23
H -1.16 -5.76 -4.19
H 0.67 -6.31 -2.63
H 1.51 -4.62 -1.05
H 0.52 -2.32 -1.04
O -2.81 -4.22 -0.61
C -3.41 -4.17 0.59
C -4.15 -5.26 1.07
C -4.76 -5.22 2.31
C -4.64 -4.07 3.10
C -3.94 -2.98 2.62
C -3.31 -3.01 1.38
C -2.56 -1.82 0.93
O -2.52 -0.77 1.63
O -1.92 -1.84 -0.17
H -2.94 -5.09 -1.02
H -4.26 -6.14 0.45
H -5.32 -6.07 2.66
H -5.11 -4.04 4.07
H -3.87 -2.07 3.20
C -4.28 5.95 0.06
C -3.58 5.56 1.19
C -2.69 4.50 1.13
C -2.48 3.86 -0.08
C -3.21 4.23 -1.21
C -4.09 5.29 -1.14
As -1.12 2.43 -0.28
C 0.00 3.11 -1.73
C -0.25 3.11 -3.08
C 0.69 3.64 -3.96
C 1.90 4.11 -3.49
C 2.17 4.10 -2.13
C 1.23 3.62 -1.23
C 1.36 3.62 0.22
C 2.42 4.16 0.94
C 2.40 4.14 2.32
C 1.33 3.57 3.00
C 0.27 3.02 2.30
C 0.27 3.07 0.91
H -4.98 6.77 0.13
H -3.72 6.08 2.13
H -2.15 4.20 2.02
H -3.06 3.69 -2.15
H -4.63 5.60 -2.02
H -1.18 2.71 -3.46
H 0.48 3.68 -5.02
H 2.64 4.50 -4.18
H 3.12 4.49 -1.77
H 3.26 4.60 0.42
H 3.22 4.57 2.87
H 1.32 3.57 4.08
H -0.57 2.57 2.82



(2)
18
Properties=species:S:1:pos:R:3 method="wB97M-V/def2-TZVPD" orbital_gap_ha=0.3723 e_tot_ha=-381.24399 relative_energy_ev=1.1278 multiplicity=1
C -0.20 -0.67 -0.59
C 3.05 0.35 0.71
C -2.59 0.61 -0.51
N 2.01 -0.11 -0.18
C 0.62 0.46 -0.11
C -1.70 -0.49 0.00
N -2.07 -1.33 0.90
O 0.33 1.56 0.30
H 2.23 -0.95 -0.71
H -3.05 -1.18 1.17
H 0.12 -1.64 -0.22
H -0.29 -0.64 -1.68
H 3.25 -0.40 1.48
H 3.98 0.50 0.15
H 2.76 1.29 1.20
H -3.64 0.41 -0.27
H -2.31 1.56 -0.06
H -2.49 0.69 -1.60



(3)
114
Properties=species:S:1:pos:R:3 method="wB97M-V/def2-TZVPD" orbital_gap_ha=0.3465 e_tot_ha=-2691.86832 multiplicity=1
C -0.94 -2.59 -2.73
O -0.60 -3.35 -3.92
C 0.26 -4.37 -3.78
O 0.75 -4.80 -2.76
O 0.39 -4.96 -4.98
C 1.03 -6.22 -4.98
H -1.51 -3.13 -1.98
H -1.43 -1.64 -2.91
H -0.09 -2.25 -2.13
H 2.12 -6.17 -4.91
H 0.94 -6.61 -6.00
H 0.72 -7.02 -4.30
C 2.48 -1.56 0.92
O 1.86 -0.34 0.69
C 0.66 -0.35 0.17
O -0.05 -1.30 0.02
O 0.33 0.92 -0.14
C -0.89 1.14 -0.81
H 2.43 -2.06 -0.05
H 2.06 -2.27 1.64
H 3.51 -1.37 1.20
H -1.28 2.14 -0.67
H -1.71 0.48 -0.54
H -0.87 1.12 -1.91
C -9.15 3.58 -0.66
O -7.83 4.10 -0.89
C -6.83 3.70 -0.06
O -6.99 3.35 1.11
O -5.66 3.90 -0.68
C -4.48 3.31 -0.19
H -9.13 2.68 -0.06
H -9.52 3.40 -1.67
H -9.78 4.30 -0.14
H -3.55 3.43 -0.74
H -4.49 2.30 0.22
H -4.30 3.84 0.75
C 8.65 -2.93 5.33
C 7.37 -2.08 5.62
O 7.31 -1.39 6.63
N 6.41 -2.18 4.73
C 5.10 -1.47 4.83
H 9.37 -2.84 6.15
H 9.12 -2.68 4.38
H 8.38 -3.98 5.22
H 6.43 -2.92 4.05
H 5.10 -0.55 5.40
H 4.33 -2.19 5.12
H 4.77 -1.23 3.82
C 3.64 -5.67 6.04
C 2.76 -4.83 5.11
O 3.22 -4.34 4.09
N 1.49 -4.59 5.43
C 0.65 -3.58 4.76
H 4.09 -5.06 6.82
H 4.36 -6.27 5.49
H 3.04 -6.35 6.64
H 1.24 -5.15 6.23
H 1.09 -2.61 5.02
H -0.39 -3.77 5.02
H 0.73 -3.72 3.69
C 2.17 -5.19 0.40
C 0.73 -5.57 0.82
O 0.47 -6.54 1.54
N -0.16 -4.75 0.35
C -1.56 -4.71 0.68
H 2.70 -5.14 1.35
H 2.31 -4.22 -0.07
H 2.59 -6.03 -0.15
H 0.27 -4.03 -0.21
H -1.83 -5.70 1.04
H -2.14 -4.45 -0.20
H -1.61 -4.00 1.50
C 2.00 3.82 -1.51
C 2.49 4.71 -2.66
O 3.21 5.70 -2.41
N 1.99 4.39 -3.84
C 2.31 5.23 -5.02
H 2.01 2.75 -1.72
H 0.95 4.11 -1.51
H 2.48 4.15 -0.60
H 1.49 3.52 -3.90
H 2.97 6.06 -4.79
H 1.33 5.52 -5.40
H 2.92 4.62 -5.69
C -3.10 3.20 -5.23
C -2.33 3.66 -3.96
O -2.55 3.07 -2.90
N -1.45 4.63 -4.07
C -1.45 5.80 -4.88
H -3.37 4.00 -5.91
H -4.04 2.84 -4.81
H -2.58 2.39 -5.75
H -0.84 4.55 -3.27
H -2.44 6.16 -5.14
H -1.00 5.57 -5.85
H -0.82 6.55 -4.40
O -1.14 6.93 -1.93
C -0.76 6.31 -0.95
N -1.28 5.16 -0.55
C 0.34 6.81 -0.07
H -0.99 4.67 0.28
H -1.79 4.53 -1.15
H 0.38 6.38 0.93
H 0.12 7.87 0.13
H 1.33 6.85 -0.52
O -2.92 0.67 1.95
C -3.63 -0.29 1.71
N -3.05 -1.38 1.19
C -5.15 -0.18 1.80
H -3.64 -2.15 0.91
H -2.05 -1.40 1.10
H -5.46 -0.12 2.84
H -5.73 -1.02 1.40
H -5.47 0.77 1.38



(4)
18
Properties=species:S:1:pos:R:3 method="wB97M-V/def2-TZVPD" charge=+1 orbital_gap_ha=0.3639 e_tot_ha=-252.19082 relative_energy_ev=1.0967 multiplicity=1
C -0.90 1.47 0.39
C -0.59 -0.02 0.38
C 0.85 -0.41 0.06
C 1.20 0.03 -1.33
C 1.11 -0.79 -2.38
N -0.91 -0.60 1.77
H -0.09 1.99 0.92
H -1.79 1.68 0.97
H -0.88 1.80 -0.64
H -1.32 -0.49 -0.27
H 1.51 0.09 0.78
H 0.94 -1.49 0.14
H 1.42 1.08 -1.50
H 1.16 -0.32 -3.36
H 1.10 -1.86 -2.28
H -0.40 -1.47 1.91
H -0.51 0.03 2.47
H -1.91 -0.70 1.96



(5)
124
Properties=species:S:1:pos:R:3 method="wB97M-V/def2-TZVPD" charge=+3 orbital_gap_ha=0.2152 e_tot_ha=-5213.45448 relative_energy_ev=1.8967 multiplicity=1
Ti 0.06 -1.59 0.06
C -4.75 3.79 -3.95
C -3.54 3.03 -3.50
C -2.33 3.13 -4.21
C -1.20 2.47 -3.77
C -1.26 1.71 -2.61
C -2.44 1.56 -1.91
C -3.57 2.23 -2.36
S 0.25 0.93 -2.14
O -0.23 -0.02 -0.98
C 1.28 2.18 -1.51
C 2.58 2.14 -2.07
C 3.49 3.08 -1.72
C 3.17 4.08 -0.77
C 4.13 5.04 -0.38
C 3.82 5.97 0.57
C 2.54 5.99 1.17
C 1.59 5.08 0.80
C 1.87 4.10 -0.19
C 0.90 3.15 -0.59
C -0.46 3.23 0.02
C -1.39 4.20 -0.46
C -1.13 5.01 -1.59
C -2.04 5.94 -2.01
C -3.27 6.09 -1.33
C -3.55 5.33 -0.23
C -2.62 4.37 0.23
C -2.88 3.60 1.40
C -1.99 2.67 1.84
C -0.78 2.48 1.13
S 0.50 1.34 1.62
O 1.15 1.77 2.88
C -0.55 -0.07 2.14
C -0.02 -0.75 3.25
C -0.79 -1.65 3.95
C -2.12 -1.89 3.60
C -3.01 -2.73 4.47
C -2.62 -1.26 2.46
C -1.85 -0.36 1.72
H -4.87 3.73 -5.03
H -4.64 4.85 -3.69
H -5.65 3.42 -3.48
H -2.29 3.74 -5.10
H -0.27 2.57 -4.32
H -2.48 0.97 -1.00
H -4.50 2.14 -1.81
H 2.82 1.36 -2.79
H 4.48 3.08 -2.16
H 5.11 5.02 -0.83
H 4.55 6.70 0.87
H 2.31 6.73 1.93
H 0.61 5.10 1.28
H -0.18 4.91 -2.11
H -1.82 6.57 -2.86
H -3.97 6.84 -1.66
H -4.48 5.46 0.31
H -3.80 3.77 1.94
H -2.17 2.12 2.75
H 0.97 -0.49 3.59
H -0.38 -2.12 4.83
H -2.47 -3.59 4.87
H -3.89 -3.07 3.94
H -3.35 -2.13 5.33
H -3.66 -1.42 2.18
H -2.30 0.19 0.90
C 2.30 -2.05 -4.44
N 0.87 -1.80 -4.20
C 0.04 -1.13 -5.07
C -1.18 -1.06 -4.50
N -1.08 -1.71 -3.27
C 0.19 -2.14 -3.10
S 0.87 -2.99 -1.76
C -2.20 -2.05 -2.46
C -3.41 -2.28 -3.09
C -4.49 -2.67 -2.33
C -4.31 -2.87 -0.97
C -3.06 -2.65 -0.44
N -2.00 -2.21 -1.15
H 2.48 -2.01 -5.51
H 2.56 -3.04 -4.07
H 2.89 -1.30 -3.92
H 0.38 -0.76 -6.02
H -2.08 -0.59 -4.83
H -3.50 -2.20 -4.17
H -5.45 -2.85 -2.80
H -5.11 -3.21 -0.34
H -2.87 -2.83 0.60
C 4.64 1.60 1.50
Si 4.48 -0.19 1.96
C 4.06 -0.43 3.75
C 5.92 -1.21 1.38
C 2.97 -0.82 0.99
C 1.95 -1.20 0.42
H 5.49 2.05 2.01
H 3.74 2.16 1.79
H 4.79 1.72 0.42
H 4.96 -0.29 4.36
H 3.69 -1.44 3.96
H 3.31 0.29 4.07
H 6.85 -0.77 1.74
H 5.97 -1.25 0.29
H 5.89 -2.24 1.75
C 3.67 -4.59 3.40
C 3.27 -5.33 2.13
C 2.35 -4.51 1.22
S 0.75 -4.26 1.99
O 0.06 -3.16 1.12
C -0.05 -5.80 1.52
C -1.34 -6.11 2.27
C -2.53 -5.29 1.80
H 4.38 -5.18 3.97
H 2.82 -4.40 4.06
H 4.14 -3.64 3.17
H 2.82 -6.30 2.36
H 4.16 -5.56 1.54
H 2.18 -4.98 0.25
H 2.74 -3.50 1.07
H 0.72 -6.54 1.78
H -0.15 -5.79 0.43
H -1.17 -5.99 3.34
H -1.53 -7.17 2.12
H -2.38 -4.23 2.01
H -3.43 -5.61 2.32
H -2.70 -5.42 0.73



(6)
26
Properties=species:S:1:pos:R:3 method="wB97M-V/def2-TZVPD" orbital_gap_ha=0.3374 e_tot_ha=-936.99969 relative_energy_ev=2.7931 multiplicity=1
C -2.24 -2.63 0.35
C -1.80 -1.81 1.30
C -1.60 -0.36 1.11
C 0.28 -0.12 0.14
C 0.05 1.34 -0.45
C 1.32 -0.33 1.20
C 0.39 1.30 -1.96
C 0.79 2.44 0.40
O -3.62 1.07 0.34
O -2.43 -0.20 -1.39
O -1.37 1.69 -0.31
S -2.39 0.46 -0.14
H -2.30 -3.67 0.60
H -2.44 -2.52 -0.66
H -1.55 -2.18 2.24
H -1.43 0.15 2.09
H 0.20 -0.99 -0.62
H 1.05 0.24 2.12
H 2.36 -0.18 0.81
H 1.38 -1.50 1.34
H -0.05 2.20 -2.54
H -0.12 0.42 -2.29
H 1.52 1.45 -2.12
H 1.86 2.58 0.11
H 0.66 2.10 1.44
H 0.37 3.51 0.13